(1)
16
Properties=species:S:1:pos:R:3:lowdin_charge:R:1 method="wB97M-V/def2-TZVPD" largest_force_ev_per_a=5.8 total_energy_ha=-434.0550 homo_energy_ev="-7.2888 / -8.2175"
C 2.374 0.482 -0.711 -0.143
C 1.156 -0.143 -0.806 -0.052
C 1.229 1.225 0.934 -0.157
C -1.267 -1.402 0.014 -0.087
C -0.810 -0.105 0.664 -0.187
N 2.405 1.321 0.379 0.051
N -2.056 1.277 -0.571 0.094
N 0.464 0.237 0.366 -0.103
O -3.009 0.599 -0.722 -0.063
H 3.296 0.563 -1.229 0.088
H 0.882 -0.782 -1.645 0.114
H 0.927 1.760 1.728 0.089
H -1.047 -1.645 -0.947 0.030
H -2.297 -1.329 0.159 0.029
H -0.969 -2.307 0.701 0.132
H -1.278 0.251 1.686 0.166

***

(2)
106
Properties=species:S:1:pos:R:3:lowdin_charge:R:1 method="wB97M-V/def2-TZVPD" largest_force_ev_per_a=4.3 total_energy_ha=-1701.8845 homo_energy_ev=-18.1252 total_charge=+4
B 0.215 13.895 -11.876 -0.395
H -0.697 13.984 -12.446 -0.054
H 0.568 14.867 -11.569 -0.072
H -0.002 13.326 -10.985 -0.024
H 0.965 13.432 -12.498 -0.050
C 7.725 12.832 -10.740 -0.070
C 6.992 11.856 -11.624 -0.155
N 5.537 11.977 -11.502 -0.069
C 4.865 13.112 -11.589 -0.013
C 3.515 12.769 -11.469 0.034
N 3.426 11.353 -11.288 -0.058
C 4.707 10.914 -11.320 0.040
C 2.172 10.652 -11.181 0.008
H 7.464 12.720 -9.688 0.095
H 7.817 13.895 -10.964 0.081
H 8.775 12.541 -10.741 0.095
H 7.333 10.843 -11.407 0.137
H 7.270 11.982 -12.670 0.138
H 5.441 14.006 -11.774 0.130
H 2.699 13.455 -11.636 0.073
H 5.027 9.883 -11.295 0.175
H 1.413 11.352 -10.831 0.085
H 2.177 9.821 -10.476 0.110
H 1.954 10.209 -12.153 0.109
C -1.194 12.428 -20.432 -0.047
C -2.053 13.449 -19.698 -0.178
N -2.564 12.894 -18.474 -0.058
C -3.508 11.864 -18.283 0.081
C -3.567 11.756 -16.882 -0.013
N -2.710 12.622 -16.275 -0.082
C -2.029 13.257 -17.271 0.016
C -2.675 12.667 -14.803 0.012
H -0.438 12.014 -19.765 0.084
H -0.788 12.893 -21.331 0.097
H -1.753 11.539 -20.723 0.086
H -2.830 13.812 -20.372 0.144
H -1.500 14.323 -19.353 0.122
H -4.006 11.374 -19.107 0.149
H -4.193 11.136 -16.257 0.135
H -1.210 13.930 -17.065 0.155
H -1.677 12.368 -14.483 0.103
H -3.325 11.976 -14.266 0.076
H -2.947 13.669 -14.471 0.104
C -3.133 17.896 -10.592 0.007
N -1.656 17.762 -10.442 -0.292
C -1.001 17.531 -11.806 -0.013
C -1.050 19.061 -9.809 0.050
C -1.394 16.462 -9.548 -0.065
C -0.057 16.289 -8.787 -0.196
O 0.913 16.197 -9.800 -0.094
H -3.509 16.884 -10.739 0.106
H -3.340 18.463 -11.499 0.109
H -3.435 18.529 -9.758 0.118
H -1.271 18.299 -12.530 0.103
H -1.257 16.569 -12.250 0.093
H 0.089 17.546 -11.772 0.083
H -1.426 19.150 -8.789 0.112
H -1.234 19.994 -10.341 0.118
H 0.016 18.864 -9.702 0.098
H -1.533 15.588 -10.185 0.115
H -2.206 16.428 -8.822 0.130
H -0.229 15.360 -8.244 0.136
H 0.074 17.135 -8.112 0.127
H 0.745 15.435 -10.358 -0.008
C -6.601 10.664 -11.276 0.006
N -5.503 11.644 -10.901 -0.317
C -5.597 13.017 -11.567 0.038
C -5.521 11.744 -9.358 0.030
C -4.117 10.871 -11.249 -0.044
C -2.842 11.628 -10.857 -0.219
O -2.714 12.825 -11.571 -0.108
H -6.833 9.858 -10.580 0.119
H -6.359 10.228 -12.245 0.108
H -7.536 11.224 -11.308 0.111
H -4.948 13.639 -10.949 0.093
H -6.645 13.178 -11.313 0.107
H -5.380 13.074 -12.634 0.105
H -6.523 12.061 -9.070 0.117
H -4.772 12.439 -8.976 0.099
H -5.327 10.728 -9.016 0.116
H -4.207 10.876 -12.336 0.103
H -4.237 9.805 -11.053 0.141
H -1.975 10.989 -11.023 0.138
H -2.861 11.946 -9.815 0.117
H -1.800 12.999 -11.807 -0.008
C 2.375 18.256 -14.878 0.053
N 2.540 16.707 -14.989 -0.292
C 1.268 15.998 -15.577 0.017
C 3.721 16.388 -15.899 0.023
C 2.688 16.019 -13.554 -0.067
C 3.759 16.643 -12.609 -0.253
O 5.049 16.348 -13.047 -0.032
H 2.090 18.653 -15.852 0.111
H 3.302 18.750 -14.586 0.116
H 1.518 18.313 -14.207 0.093
H 1.364 14.943 -15.322 0.100
H 1.034 16.234 -16.616 0.105
H 0.406 16.392 -15.038 0.088
H 3.894 15.312 -15.926 0.114
H 4.556 16.842 -15.366 0.096
H 3.587 16.883 -16.861 0.117
H 3.102 15.020 -13.693 0.124
H 1.753 16.022 -12.994 0.100
H 3.620 16.222 -11.612 0.125
H 3.417 17.656 -12.397 0.122
H 5.602 16.780 -12.392 0.116

***

(3)
17
Properties=species:S:1:pos:R:3:lowdin_charge:R:1 method="wB97M-V/def2-TZVPD" largest_force_ev_per_a=4.5 total_energy_ha=-397.0046 homo_energy_ev=-7.9038
C -2.966 -0.072 -0.232 -0.157
C 0.045 1.391 -0.090 -0.152
C -0.003 -1.088 -0.070 -0.112
C 2.372 -0.499 -0.144 -0.242
H -3.192 -1.070 -0.729 0.083
H -2.813 0.860 -0.941 0.114
H -3.996 -0.021 0.358 0.113
H -0.546 2.191 -0.925 0.092
H 0.059 1.746 1.295 0.154
H 1.609 1.541 -0.208 0.088
H -0.726 -1.945 0.136 0.145
H 2.935 -1.016 -0.858 0.098
H 3.329 1.345 -0.283 0.140
N -0.716 0.122 -0.284 -0.237
N 1.283 -1.287 0.177 0.079
N 2.500 0.774 0.198 0.012
O -1.852 0.090 0.591 -0.217

***

(4)
99
Properties=species:S:1:pos:R:3:mulliken_spin:R:1 method="wB97M-V/def2-TZVPD" largest_force_ev_per_a=1.7 total_energy_ha=-4373.0304 homo_energy_ev="-4.4216 / -6.7778" spin_multiplicity=2
Hg -0.040 -2.375 -0.589 0.015
N -4.140 0.392 -0.412 0.036
C -2.853 -0.021 -0.251 0.033
N -2.220 -0.757 -1.081 -0.024
C -2.821 -1.130 -2.268 0.213
N -2.182 -1.817 -3.181 -0.155
N -0.946 -2.229 -2.918 0.154
C -0.298 -2.766 -3.932 0.214
C 1.044 -3.194 -3.853 0.075
C 1.658 -3.804 -4.975 0.071
C 2.966 -4.200 -4.904 -0.004
C 3.671 -3.980 -3.714 0.161
C 2.999 -3.391 -2.658 -0.068
N 1.737 -3.001 -2.699 0.136
C -4.192 -0.735 -2.522 -0.023
C -4.882 -1.085 -3.681 0.055
C -6.213 -0.739 -3.839 -0.028
C -6.880 -0.052 -2.838 0.057
C -6.202 0.333 -1.688 -0.024
C -4.864 0.010 -1.535 0.041
H -4.573 0.981 0.283 -0.007
H -2.353 0.301 0.647 0.021
H -0.815 -2.856 -4.886 0.033
H 1.070 -3.960 -5.867 0.004
H 3.454 -4.668 -5.748 0.001
H 4.701 -4.285 -3.615 0.012
H 3.505 -3.227 -1.712 0.008
H -4.352 -1.646 -4.435 0.000
H -6.733 -1.024 -4.742 0.000
H -7.929 0.183 -2.947 0.007
H -6.712 0.880 -0.908 -0.002
Cl 5.011 2.123 1.444 0.000
C 3.508 1.994 2.281 0.000
C 3.451 1.378 3.523 0.000
C 2.233 1.269 4.167 0.000
C 1.055 1.718 3.577 0.000
C -0.279 1.598 4.271 0.000
C -0.575 0.179 4.808 0.000
N -1.229 -0.637 3.823 0.000
C -2.393 -1.338 3.981 0.000
C -2.606 -1.994 2.805 0.001
N -1.600 -1.715 1.936 0.000
C -0.798 -0.899 2.568 0.001
O -0.318 2.539 5.334 0.000
C -1.566 3.194 5.472 0.000
C -1.865 4.133 4.337 0.000
C -2.830 3.953 3.385 0.000
Cl -3.938 2.650 3.270 0.000
S -2.867 5.228 2.212 0.000
C -1.550 6.004 3.004 0.000
C -1.126 5.319 4.096 0.000
C 1.148 2.357 2.340 0.000
Cl -0.246 2.980 1.549 0.000
C 2.364 2.515 1.698 0.000
H 4.347 0.993 3.981 0.000
H 2.205 0.836 5.154 0.000
H -1.062 1.845 3.544 0.000
H -1.236 0.270 5.673 0.000
H 0.345 -0.310 5.141 0.000
H -2.956 -1.313 4.892 0.000
H -3.407 -2.660 2.547 0.000
H 0.090 -0.475 2.145 -0.001
H -1.479 3.762 6.401 0.000
H -2.378 2.461 5.573 0.000
H -1.174 6.923 2.603 0.000
H -0.308 5.630 4.720 0.000
H 2.411 3.045 0.760 0.000
C 1.225 3.243 -4.430 0.000
C 2.561 2.522 -4.272 0.001
C 2.525 1.145 -4.930 -0.009
C 2.962 2.420 -2.789 0.000
N 2.074 1.607 -2.009 0.002
C 2.108 0.293 -1.716 -0.008
N 1.106 0.029 -0.912 -0.013
N 0.462 1.174 -0.731 0.003
N 1.021 2.114 -1.367 0.000
H 0.986 3.358 -5.484 0.000
H 1.264 4.231 -3.978 0.000
H 0.422 2.682 -3.958 0.000
H 3.342 3.122 -4.753 0.000
H 1.742 0.526 -4.499 0.005
H 3.478 0.632 -4.814 0.000
H 2.324 1.247 -5.993 0.000
H 2.944 3.418 -2.343 0.000
H 3.969 2.004 -2.703 0.000
H 2.824 -0.414 -2.077 0.009
C 3.015 -2.045 1.446 0.000
Si 1.585 -3.325 1.161 -0.003
C 2.399 -5.002 0.670 -0.002
C 0.873 -3.745 2.904 0.000
H 3.882 -2.525 1.893 0.000
H 2.704 -1.240 2.107 0.001
H 3.340 -1.586 0.516 0.000
H 3.327 -5.146 1.217 -0.001
H 2.618 -5.076 -0.390 0.003
H 1.745 -5.833 0.921 0.000
H 1.635 -4.207 3.526 0.000
H 0.044 -4.440 2.817 0.000
H 0.506 -2.872 3.429 0.000

***

(5)
66
Properties=species:S:1:pos:R:3:lowdin_charge:R:1 method="wB97M-V/def2-TZVPD" largest_force_ev_per_a=0.4 total_energy_ha=-2518.6244 homo_energy_ev=-1.2987 total_charge=-2
Cd 0.056 0.090 -0.517 1.419
O 2.778 3.722 2.984 0.014
C 2.533 4.477 1.899 -0.289
C 3.114 5.744 1.834 -0.044
C 2.905 6.556 0.733 -0.122
C 2.111 6.122 -0.322 -0.114
C 1.527 4.868 -0.252 -0.026
C 1.718 4.033 0.844 -0.070
C 1.040 2.692 0.844 -0.471
O 0.245 2.418 -0.080 -0.104
N 1.368 1.920 1.889 0.010
N 0.770 0.690 1.824 -0.010
C 0.811 -0.026 2.875 -0.108
C 0.246 -1.397 2.894 -0.177
C 1.146 -2.440 3.103 -0.083
C 0.743 -3.761 3.025 -0.115
C -0.581 -4.045 2.732 -0.094
C -1.495 -3.012 2.592 -0.024
C -1.113 -1.678 2.702 -0.119
O -2.172 0.274 1.587 -0.136
H 2.296 2.854 2.820 0.047
H 3.734 6.062 2.663 0.101
H 3.371 7.535 0.699 0.087
H 1.955 6.750 -1.189 0.086
H 0.904 4.485 -1.050 0.115
H 1.331 0.352 3.761 0.122
H 2.188 -2.200 3.282 0.103
H 1.466 -4.559 3.149 0.091
H -0.910 -5.072 2.624 0.090
H -2.540 -3.225 2.414 0.103
N -2.831 -1.472 -1.443 0.088
C -2.214 -0.864 -2.565 -0.369
C -2.983 -0.739 -3.711 -0.101
C -2.360 -0.117 -4.824 -0.148
C -1.064 0.250 -4.797 -0.046
C -0.209 -0.087 -3.629 -0.608
N -0.929 -0.527 -2.479 0.039
C -2.956 -1.023 -0.123 -0.365
C -4.157 -1.351 0.529 -0.091
C -4.402 -1.358 1.932 -0.178
C -3.579 -1.073 2.968 -0.126
C -2.181 -0.586 2.744 -0.286
N -1.914 -0.390 0.381 -0.062
H -3.680 -1.931 -1.726 0.100
H -4.037 -0.981 -3.702 0.070
H -2.949 0.086 -5.715 0.084
H -0.570 0.720 -5.638 0.095
H 1.611 -0.667 -4.154 0.027
H -4.961 -1.703 -0.109 0.064
H -5.415 -1.657 2.200 0.082
H -3.956 -1.107 3.984 0.076
H -1.899 0.089 3.564 0.140
O 2.918 0.500 -3.776 -0.506
S 2.115 1.131 -2.697 0.729
O 0.746 -1.100 -4.017 -0.041
O 2.084 0.182 -1.520 -0.582
O 0.543 1.108 -3.263 -0.343
N 1.796 -3.116 -2.113 0.062
C 2.940 -3.008 -1.361 -0.122
C 2.522 -2.677 -0.111 -0.182
N 1.152 -2.545 -0.082 0.040
C 0.758 -2.822 -1.302 -0.238
H 1.725 -3.044 -3.114 0.131
H 3.921 -3.120 -1.789 0.097
H 3.123 -2.479 0.762 0.086
H -0.252 -2.751 -1.666 0.102

***

(6)
45
Properties=species:S:1:pos:R:3:lowdin_charge:R:1 method="wB97M-V/def2-TZVPD" largest_force_ev_per_a=6.3 total_energy_ha=-1160.7216 smiles="[H]/N=C/Cc1ccn(Cc2cccc(C)c2)c(=[NH2+])c1CCCI" homo_energy_ev=-11.0631 total_charge=+1
H 6.110 -1.027 2.036 0.045
N 5.155 -1.019 2.460 0.049
C 4.334 -1.953 1.817 -0.183
C 2.787 -2.042 2.353 -0.151
C 1.640 -1.704 1.231 -0.052
C 0.322 -2.729 1.171 0.050
C -0.896 -2.410 0.082 0.054
N -0.835 -1.183 -0.852 -0.063
C -2.074 -1.022 -1.758 -0.131
C -3.315 -0.282 -0.914 -0.136
C -4.805 -0.946 -0.706 -0.044
C -6.024 -0.162 0.099 -0.045
C -5.731 1.356 0.728 -0.014
C -4.221 2.059 0.581 -0.159
C -3.868 3.559 1.228 -0.122
C -3.038 1.226 -0.249 0.008
C 0.347 -0.233 -0.862 -0.063
N 0.423 0.954 -1.806 0.068
C 1.635 -0.443 0.183 -0.001
C 2.880 0.624 0.141 -0.174
C 3.880 0.134 -1.106 -0.276
C 4.698 1.491 -1.597 -0.597
I 3.500 2.645 -3.082 0.679
H 4.785 -2.613 0.945 0.131
H 2.604 -3.169 2.700 0.127
H 2.572 -1.392 3.326 0.149
H 0.225 -3.652 1.887 0.109
H -1.823 -3.158 0.047 0.144
H -2.382 -2.120 -2.061 0.138
H -1.831 -0.345 -2.681 0.129
H -5.022 -2.026 -1.144 0.090
H -7.092 -0.688 0.192 0.100
H -6.610 1.939 1.284 0.101
H -3.076 3.451 2.111 0.091
H -4.871 4.085 1.593 0.089
H -3.355 4.269 0.417 0.090
H -1.944 1.652 -0.427 0.077
H -0.525 1.301 -2.087 0.077
H 1.002 0.685 -2.638 0.062
H 2.498 1.689 -0.156 0.101
H 3.506 0.673 1.146 0.122
H 4.613 -0.736 -0.752 0.107
H 3.250 -0.211 -2.055 0.091
H 5.712 1.258 -2.133 0.063
H 4.859 2.212 -0.688 0.066

***

(7)
16
Properties=species:S:1:pos:R:3:lowdin_charge:R:1 method="wB97M-V/def2-TZVPD" largest_force_ev_per_a=7.3 total_energy_ha=-702.7013 homo_energy_ev=-9.2221
C 2.151 -1.012 0.313 -0.166
C 1.155 0.013 -0.376 -0.489
C 1.528 1.195 -0.735 -0.015
C -1.312 -0.168 0.222 -0.503
C -2.565 -0.725 -0.124 -0.568
H 2.331 -0.506 1.689 0.152
H 3.579 -1.226 -0.489 0.173
H 1.274 -2.219 0.135 0.165
H 2.548 1.522 -0.859 0.059
H 0.690 1.790 -1.273 0.103
H -0.666 1.393 1.076 0.021
H -2.415 1.211 1.151 0.087
H -2.536 -1.644 -0.921 0.101
N -0.191 -0.701 -0.197 0.087
N -1.464 1.159 0.669 0.120
S -4.109 -0.081 -0.279 0.672

***

(8)
17
Properties=species:S:1:pos:R:3:lowdin_charge:R:1 method="wB97M-V/def2-TZVPD" largest_force_ev_per_a=7.7 total_energy_ha=-363.8129 homo_energy_ev=-9.0082
C -1.936 0.799 0.085 -0.030
C -0.602 0.110 -0.103 -0.455
C 0.028 -0.798 0.970 -0.093
C 1.418 -0.439 0.713 -0.296
C 1.605 -0.346 -0.819 -0.091
C 0.753 0.815 -0.455 -0.323
H -2.625 0.987 -0.874 0.126
H -2.522 0.093 0.656 0.058
H -1.605 1.740 0.560 0.087
H -1.674 -1.673 -0.117 0.106
H -0.555 -0.598 2.001 0.190
H 2.442 -0.967 1.102 0.196
H 1.194 -1.046 -1.554 0.101
H 2.587 -0.215 -1.426 0.150
H 0.712 1.862 -1.062 0.195
N -0.728 -1.303 -0.360 0.102
O 1.508 0.980 0.682 -0.023